Record 1
A cluster of 2 separate species, C4H10O in total. Source: the Open Molecules 2025 dataset; level of theory: the ωB97M-V functional and the def2-TZVPD basis.

Computed properties:
HOMO-LUMO gap, hartree: 0.405
E_tot, a.u.: -233.57764
SMILES: C=O.CCC
Total charge: 0

```
15
Properties=species:S:1:pos:R:3:forces:R:3
C 2.411076 -0.153547 2.196755 0.84 0.94 0.67
O 2.994808 0.697247 2.823142 -0.29 -0.22 -0.15
H 2.993207 -0.927596 1.699910 -0.10 -0.50 -0.34
H 1.326711 -0.135039 2.120166 -0.38 -0.26 -0.08
C -1.700204 -0.933821 -0.889537 -0.39 1.25 -0.12
C -1.207142 0.507670 -1.172781 0.78 -0.36 -0.55
C 0.182202 0.654436 -0.514539 -1.82 1.12 2.09
H -2.134602 -0.935406 0.111295 0.20 -0.25 0.10
H -0.829920 -1.575977 -0.927843 -0.05 -0.45 0.01
H -2.483468 -1.280648 -1.562938 0.14 -0.02 -0.16
H -1.931506 1.284588 -0.948470 -0.08 -0.04 0.61
H -0.996927 0.692365 -2.234121 -0.31 -0.41 -0.07
H 0.381096 1.667824 -0.116451 0.74 0.32 -1.96
H 0.144634 0.365009 0.548084 -0.16 -1.58 -0.44
H 0.850034 0.072896 -1.132673 0.88 0.46 0.39
```
Positions in Å, forces in eV/Å.

Results of the Mulliken charge analysis, in e, for atoms 1 through 5: -0.05, -0.40, 0.25, 0.20, -1.02

***

Record 2
The molecule C4H10O. Source: the Open Molecules 2025 dataset; level of theory: the ωB97M-V functional and the def2-TZVPD basis.

Computed properties:
HOMO-LUMO gap, hartree: 0.403
E_tot, a.u.: -233.59353
SMILES: COC(C)C
Total charge: 0

```
15
Properties=species:S:1:pos:R:3:forces:R:3
C -1.391108 0.803327 1.260868 -2.24 -0.60 0.59
O -0.177016 0.970473 0.580815 -0.52 -0.51 -0.38
C 0.315169 -0.254531 0.064007 1.27 -0.45 -1.55
C 1.783709 0.016854 -0.287319 1.65 0.21 2.53
C -0.379759 -0.718400 -1.235852 -1.87 0.77 -0.87
H -2.227437 0.118759 0.698628 2.05 1.71 0.96
H -1.832868 1.852677 1.416349 0.61 -1.71 -0.08
H -1.223314 0.267257 2.266612 -0.24 0.89 -1.23
H 0.299312 -1.003228 0.840777 -0.35 -0.49 0.32
H 2.435446 -0.749657 -0.768170 -1.25 0.37 -0.25
H 2.358173 0.123139 0.711814 -0.93 0.28 -1.34
H 1.814287 0.991890 -0.770651 0.30 -0.14 -0.31
H -1.408964 -1.194526 -1.084418 1.32 0.67 -0.02
H -0.579816 0.250567 -1.874733 0.57 -1.95 0.99
H 0.214186 -1.474602 -1.818727 -0.38 0.94 0.64
```
Positions in Å, forces in eV/Å.

Results of the Mulliken charge analysis, in e, for atoms 1 through 5: -0.59, -0.35, 0.49, -1.32, -1.14

***

Record 3
The molecule C4H10O. Source: the Open Molecules 2025 dataset; level of theory: the ωB97M-V functional and the def2-TZVPD basis.

Computed properties:
HOMO-LUMO gap, hartree: 0.415
E_tot, a.u.: -233.62026
SMILES: CCCCO
Total charge: 0

```
15
Properties=species:S:1:pos:R:3:forces:R:3
C -2.192210 0.054560 -0.215097 -0.04 0.29 -0.22
C -0.797285 0.408470 0.317251 0.09 0.18 0.02
C 0.299616 -0.602084 0.021836 0.02 -0.03 0.01
C 1.629713 0.120620 0.066690 -0.32 0.22 0.04
O 2.670108 -0.822074 -0.056317 0.41 0.04 -0.03
H -2.267449 -0.893317 -0.766638 0.23 0.21 0.29
H -3.016121 0.104509 0.507346 0.36 -0.03 -0.05
H -2.305355 0.864082 -0.921783 -1.04 -0.12 -0.50
H -0.507893 1.333030 -0.214823 0.02 -0.22 0.35
H -0.821431 0.687638 1.376436 0.06 -0.24 -0.06
H 0.158905 -1.028734 -0.980628 0.03 0.07 0.16
H 0.299390 -1.441697 0.726894 0.01 0.15 -0.04
H 1.652385 0.861093 -0.752821 0.07 -0.19 0.13
H 1.696746 0.693065 1.008875 0.11 -0.19 -0.11
H 3.500880 -0.339166 -0.117225 0.00 -0.15 0.01
```
Positions in Å, forces in eV/Å.

Results of the Mulliken charge analysis, in e, for atoms 1 through 5: -1.03, -0.39, -0.51, -0.56, -0.50

***

Computed values of HOMO (unit: Eh) for the preceding records, in sequence: -0.37475, -0.36266, -0.37824.
Computed values of max |F| (unit: eV Å⁻¹) for the preceding records, in sequence: 3.0, 3.0, 1.2.